# 1
{"formula": "C6H10O", "method": "ωB97M-V/def2-TZVPD", "total_energy_ha": -309.8308, "charge": 0, "gap_ev": 10.457, "smiles": "C[C@H]1CC=CCO1", "symbols": ["C", "C", "C", "C", "C", "C", "O", "H", "H", "H", "H", "H", "H", "H", "H", "H", "H"], "positions_angstrom": [[-2.22, 0.26, 0.25], [-0.72, 0.15, 0.38], [-0.16, -1.23, 0.03], [1.34, -1.15, 0.09], [1.97, 0.02, 0.05], [1.24, 1.30, -0.24], [-0.13, 1.11, -0.49], [-2.71, -0.51, 0.85], [-2.50, 0.13, -0.79], [-2.57, 1.24, 0.59], [-0.43, 0.38, 1.42], [-0.53, -1.54, -0.96], [-0.53, -1.96, 0.76], [1.90, -2.08, 0.23], [3.05, 0.10, 0.22], [1.38, 2.04, 0.57], [1.66, 1.74, -1.16]]}



# 2
{"formula": "C7H11O4", "method": "ωB97M-V/def2-TZVPD", "total_energy_ha": -574.2903, "charge": -1, "gap_ev": 5.742, "smiles": "C/C(=C(\\[O-])O)C(C)(C)C(=O)O", "symbols": ["C", "C", "C", "O", "O", "C", "C", "C", "C", "O", "O", "H", "H", "H", "H", "H", "H", "H", "H", "H", "H", "H"], "positions_angstrom": [[1.69, 0.95, 0.93], [1.18, -0.27, 0.16], [1.98, -1.32, -0.12], [3.17, -1.51, 0.11], [1.22, -2.33, -0.73], [-0.38, -0.43, -0.11], [-1.36, 0.72, 0.36], [-0.50, -0.40, -1.68], [-1.26, -1.63, 0.28], [-2.12, -2.09, -0.37], [-1.06, -2.21, 1.49], [1.22, 1.89, 0.57], [2.74, 0.99, 0.86], [1.37, 0.85, 1.92], [1.84, -3.17, -0.66], [-2.29, 0.73, -0.17], [-0.97, 1.78, 0.10], [-1.65, 0.68, 1.42], [0.20, -1.04, -2.05], [-0.37, 0.72, -1.88], [-1.46, -0.66, -1.93], [-1.62, -2.88, 1.76]]}



# 3
{"formula": "C5H4ErO2", "method": "ωB97M-V/def2-TZVPD", "total_energy_ha": -1357.5662, "charge": 2, "s2": 6.004, "spin_multiplicity": 5, "gap_ev": [4.646, 6.821], "symbols": ["O", "C", "C", "C", "C", "H", "H", "H", "C", "O", "Er", "H"], "positions_angstrom": [[-1.98, 1.69, 1.50], [-1.33, 0.72, 1.56], [-0.76, -0.40, 2.04], [0.31, -1.02, 1.37], [0.65, -1.57, 0.21], [-1.09, -0.73, 3.03], [-0.10, -2.08, -0.41], [1.70, -1.65, -0.10], [0.98, 1.09, -1.99], [-0.26, 1.36, -1.92], [0.32, 1.33, -4.23], [1.56, 1.27, -1.06]]}



# 4
{"formula": "C3H9NO2", "method": "ωB97M-V/def2-TZVPD", "total_energy_ha": -324.8754, "charge": 0, "gap_ev": 10.052, "smiles": "CC=O.NCO", "symbols": ["C", "C", "O", "H", "H", "H", "H", "N", "C", "O", "H", "H", "H", "H", "H"], "positions_angstrom": [[2.04, -0.56, 0.04], [1.51, 0.67, 0.73], [1.86, 1.07, 1.80], [2.06, -1.41, 0.72], [3.05, -0.36, -0.34], [1.40, -0.80, -0.81], [0.69, 1.29, 0.06], [-1.68, -0.45, -1.20], [-1.70, 0.40, -0.05], [-1.31, -0.25, 1.08], [-2.01, -1.39, -1.01], [-2.14, -0.06, -2.01], [-2.67, 0.87, 0.14], [-0.82, 1.23, -0.23], [-0.28, -0.24, 1.08]]}